No. 1
The following is a quantum chemistry calculation of a 2-piece molecular cluster, ClH4N2OP overall at a distorted geometry, from the OMol25 dataset.

Atoms and positions in Å:
N: -0.7066 0.9966 -0.6058
N: 0.8789 0.3162 1.1777
O: 0.2680 -1.6978 -0.3072
P: -0.6391 1.0021 0.9935
Cl: -0.2971 -1.8561 -1.9061
H: 0.1036 0.5383 -0.9918
H: -1.5656 0.9980 -1.1719
H: 0.8147 -0.5308 0.5895
H: 1.1433 0.2335 2.2220

As for the energy above the lowest of the compared OMol25 structures with the same formula, charge and spin: 518.9 kJ/mol.

Which charges does Mulliken predict for the atoms? In e, they are: number 1, N, carries -0.2967; number 2, N, carries -0.5273; number 3, O, carries -0.7110; number 4, P, carries 0.3824; number 5, Cl, carries -0.1773; number 6, H, carries 0.3284; number 7, H, carries 0.2939; number 8, H, carries 0.3998; number 9, H, carries 0.3079

***

No. 2
The following is a quantum chemistry calculation of C34H23AsClN2OSbSe4Y as an isolated structure at a distorted geometry, from the OMol25 dataset.

Atoms and positions in Å:
Y: -0.5598 -0.6404 0.7940
Cl: 2.3540 -4.9490 -3.0920
C: 1.2828 -4.0784 -2.0239
C: -0.0580 -3.9444 -2.3739
C: -0.9065 -3.2804 -1.5230
C: -0.4642 -2.7546 -0.2948
O: -1.3569 -2.2896 0.5199
C: 0.9292 -2.8017 0.0002
C: 1.5143 -2.2417 1.1633
N: 1.1023 -1.1680 1.7624
C: 1.4680 -0.8725 3.0751
C: 2.7555 -0.8179 3.5575
C: 2.9752 -0.4696 4.8913
C: 1.9299 -0.2028 5.7363
C: 0.5975 -0.2788 5.2869
C: -0.5340 0.0288 6.0749
C: -1.7859 -0.0532 5.5243
C: -1.9161 -0.4988 4.2045
N: -0.8867 -0.7966 3.4264
C: 0.3638 -0.6374 3.9397
C: 1.7683 -3.5226 -0.8665
H: -0.4205 -4.3534 -3.3031
H: -1.9712 -3.2084 -1.7248
H: 2.3766 -2.7598 1.5801
H: 3.5905 -1.0120 2.8960
H: 3.9910 -0.4073 5.2531
H: 2.1081 0.0832 6.7626
H: -0.3847 0.3542 7.0939
H: -2.6881 0.2514 6.0360
H: -2.9061 -0.5592 3.7428
H: 2.8213 -3.5819 -0.6157
Se: -3.9258 4.9349 2.0907
Sb: -3.3799 2.5763 1.8959
Se: -1.1988 1.4295 1.5742
Se: -2.7229 0.2394 0.9218
Se: -4.3227 2.0773 4.0898
C: -1.1003 -1.0486 -6.2107
C: -2.0665 -0.2477 -5.6230
C: -1.9499 0.1117 -4.2951
C: -0.8538 -0.3090 -3.5560
C: 0.1092 -1.1063 -4.1432
C: -0.0109 -1.4758 -5.4699
As: -0.7810 0.1123 -1.6979
C: -1.2129 2.0382 -1.6690
C: -2.5050 2.5566 -1.5732
C: -2.6966 3.8278 -1.0314
C: -1.5972 4.6003 -0.6377
C: -0.3035 4.1353 -0.8313
C: -0.0971 2.8380 -1.3106
C: 1.1670 2.0976 -1.2401
C: 2.4200 2.6198 -0.9327
C: 3.5116 1.7793 -0.7945
C: 3.3807 0.4099 -0.9638
C: 2.1429 -0.1293 -1.2751
C: 1.0416 0.6975 -1.4180
H: -1.1996 -1.3415 -7.2467
H: -2.9114 0.1063 -6.1959
H: -2.7082 0.7373 -3.8304
H: 0.9745 -1.4340 -3.5748
H: 0.7542 -2.0945 -5.9207
H: -3.3637 1.8951 -1.7508
H: -3.7106 4.1736 -0.7496
H: -1.7997 5.5204 -0.0925
H: 0.5474 4.7205 -0.5037
H: 2.5298 3.6812 -0.7695
H: 4.4750 2.1868 -0.5274
H: 4.2333 -0.2456 -0.8475
H: 2.0388 -1.2085 -1.3928

Its total charge is -1. As for the energy above the lowest of the compared OMol25 structures with the same formula, charge and spin: 1107.8 kJ/mol.

Which charges does Mulliken predict for the atoms? In e, they are: number 1, Y, carries 0.1447; number 2, Cl, carries -0.2756; number 3, C, carries 0.3563; number 4, C, carries -0.9247; number 5, C, carries -0.1726; number 6, C, carries 0.4515; number 7, O, carries -0.9600; number 8, C, carries -0.0031; number 9, C, carries -0.2576; number 10, N, carries 0.8123; number 11, C, carries -0.3163; number 12, C, carries -0.6769; number 13, C, carries -0.8066; number 14, C, carries -0.9378; number 15, C, carries 0.9785; number 16, C, carries -0.7958; number 17, C, carries -0.8915; number 18, C, carries -0.4994; number 19, N, carries -0.0516; number 20, C, carries 0.8529; number 21, C, carries -0.8036; number 22, H, carries 0.4686; number 23, H, carries 0.4417; number 24, H, carries 0.4642; number 25, H, carries 0.4928; number 26, H, carries 0.3791; number 27, H, carries 0.3838; number 28, H, carries 0.4028; number 29, H, carries 0.4526; number 30, H, carries 0.7576; number 31, H, carries 0.3841; number 32, Se, carries -0.6035; number 33, Sb, carries 0.4790; number 34, Se, carries -0.1708; number 35, Se, carries -0.4853; number 36, Se, carries -0.6186; number 37, C, carries -0.5111; number 38, C, carries -0.6669; number 39, C, carries -0.5197; number 40, C, carries 0.5633; number 41, C, carries -0.1690; number 42, C, carries -0.8041; number 43, As, carries 1.8911; number 44, C, carries 0.6338; number 45, C, carries -0.9600; number 46, C, carries -0.9856; number 47, C, carries -0.4437; number 48, C, carries -1.1686; number 49, C, carries 0.1030; number 50, C, carries 0.4428; number 51, C, carries -0.6564; number 52, C, carries -0.8614; number 53, C, carries -1.0762; number 54, C, carries 0.4977; number 55, C, carries 0.2693; number 56, H, carries 0.3705; number 57, H, carries 0.4170; number 58, H, carries 0.2728; number 59, H, carries 0.2634; number 60, H, carries 0.4208; number 61, H, carries 0.2761; number 62, H, carries 0.7241; number 63, H, carries 0.3458; number 64, H, carries 0.3178; number 65, H, carries 0.4246; number 66, H, carries 0.3776; number 67, H, carries 0.4770; number 68, H, carries 0.2830

***

No. 3
The following is a quantum chemistry calculation of a 2-piece molecular cluster, C12H26BNO3 overall at a distorted geometry, from the OMol25 dataset.

Atoms and positions in Å:
C: 0.0671 0.4324 3.8106
C: -1.1328 0.3917 3.7471
C: -2.4993 0.4688 3.2555
C: -3.3317 -0.8586 3.2430
O: -4.6401 -0.3887 3.2312
B: -4.5998 1.1217 3.1910
O: -3.3089 1.3934 3.8935
H: 1.1225 0.5231 3.7411
H: -2.4772 0.7775 2.1957
H: -3.0771 -1.3424 2.2853
H: -3.1801 -1.5031 4.1101
H: -5.5756 1.6492 3.6864
H: -4.5368 1.4644 1.9872
C: 3.4370 0.9005 -1.5764
C: 2.2132 0.3838 -2.3019
N: 1.7130 -0.9667 -1.8424
C: 2.7982 -1.9703 -2.0880
C: 0.5632 -1.4029 -2.7245
C: -0.7218 -0.5924 -2.6624
C: 1.3992 -1.0505 -0.3596
C: 0.4449 -0.0430 0.2415
O: 0.9271 1.2726 0.0935
C: -0.0909 2.2766 0.0567
H: 4.3176 0.2844 -1.7581
H: 3.6626 1.8956 -1.9561
H: 3.2835 0.9874 -0.5044
H: 2.4351 0.2639 -3.3642
H: 1.3927 1.0853 -2.2175
H: 3.0911 -1.9158 -3.1329
H: 2.4097 -2.9582 -1.8561
H: 3.6421 -1.7531 -1.4437
H: 0.3571 -2.4406 -2.4661
H: 0.9619 -1.3799 -3.7380
H: -1.3556 -0.9000 -1.8357
H: -1.2921 -0.7901 -3.5695
H: -0.5608 0.4820 -2.6089
H: 2.3596 -0.9756 0.1465
H: 1.0068 -2.0550 -0.2015
H: 0.3726 -0.2714 1.3129
H: -0.5617 -0.1473 -0.1576
H: -1.0696 1.8819 0.3294
H: -0.1397 2.7047 -0.9503
H: 0.1736 3.0648 0.7576

As for the energy above the lowest of the compared OMol25 structures with the same formula, charge and spin: 778.1 kJ/mol.

Which charges does Mulliken predict for the atoms? In e, they are: number 1, C, carries -0.5280; number 2, C, carries -0.4741; number 3, C, carries 0.9319; number 4, C, carries -0.3664; number 5, O, carries -0.6591; number 6, B, carries 0.8216; number 7, O, carries -0.7793; number 8, H, carries 0.4615; number 9, H, carries -0.2553; number 10, H, carries 0.1383; number 11, H, carries 0.3237; number 12, H, carries -0.2160; number 13, H, carries -0.2888; number 14, C, carries -1.3126; number 15, C, carries -0.3825; number 16, N, carries 0.1070; number 17, C, carries -1.0900; number 18, C, carries -0.3487; number 19, C, carries -1.2021; number 20, C, carries -1.0136; number 21, C, carries 0.2708; number 22, O, carries -0.2425; number 23, C, carries -0.8065; number 24, H, carries 0.3739; number 25, H, carries 0.4240; number 26, H, carries 0.2619; number 27, H, carries 0.5534; number 28, H, carries 0.2529; number 29, H, carries 0.3837; number 30, H, carries 0.4255; number 31, H, carries 0.4772; number 32, H, carries 0.3797; number 33, H, carries 0.4748; number 34, H, carries 0.3814; number 35, H, carries 0.4169; number 36, H, carries 0.2731; number 37, H, carries 0.4300; number 38, H, carries 0.3502; number 39, H, carries -0.0814; number 40, H, carries 0.2117; number 41, H, carries 0.3791; number 42, H, carries 0.2743; number 43, H, carries 0.2685

***

No. 4
The following is a quantum chemistry calculation of one molecule with the formula C4H9NO2 at a distorted geometry, from the OMol25 dataset.

Atoms and positions in Å:
C: 1.8587 0.7707 0.2757
O: 0.5244 0.9534 -0.2223
C: -0.4574 0.0187 0.0820
C: -1.6356 0.5919 -0.6709
C: -0.1878 -1.3451 -0.3600
N: -0.6325 0.3484 1.6617
O: -0.0299 -0.4055 2.4048
H: 1.9518 -0.1121 0.9753
H: 2.2724 1.7403 0.7799
H: 2.6001 0.5528 -0.5691
H: -2.5985 -0.1429 -0.6634
H: -1.3459 0.7664 -1.6922
H: -1.8597 1.6457 -0.4109
H: -1.0965 -2.0040 -0.0779
H: 0.7747 -1.8494 0.0185
H: -0.1383 -1.5293 -1.5313

As for the energy above the lowest of the compared OMol25 structures with the same formula, charge and spin: 479.5 kJ/mol.

Which charges does Mulliken predict for the atoms? In e, they are: number 1, C, carries -0.7042; number 2, O, carries -0.3785; number 3, C, carries 1.1888; number 4, C, carries -1.4163; number 5, C, carries -1.0844; number 6, N, carries -0.0377; number 7, O, carries -0.2993; number 8, H, carries 0.3395; number 9, H, carries 0.2181; number 10, H, carries 0.2311; number 11, H, carries 0.2759; number 12, H, carries 0.3881; number 13, H, carries 0.3728; number 14, H, carries 0.3721; number 15, H, carries 0.2598; number 16, H, carries 0.2742